{
  "formula": "C36H93BMn2O19",
  "method": "the ωB97M-V functional and the def2-TZVPD basis",
  "spin_multiplicity": 11,
  "s_squared": 30.0077,
  "e_homo_ev": [-7.676, -7.805],
  "e_tot_ha": -5183.415401,
  "orbital_gap_ev": [7.58, 7.33],
  "total_charge": 0,
  "species": ["Mn", "Mn", "C", "C", "O", "H", "H", "H", "H", "H", "O", "C", "C", "O", "H", "H", "H", "H", "B", "H", "H", "H", "H", "C", "O", "C", "C", "O", "C", "H", "H", "H", "H", "H", "H", "H", "H", "H", "H", "C", "O", "C", "C", "O", "C", "H", "H", "H", "H", "H", "H", "H", "H", "H", "H", "C", "O", "C", "C", "O", "C", "H", "H", "H", "H", "H", "H", "H", "H", "H", "H", "C", "O", "C", "C", "O", "C", "H", "H", "H", "H", "H", "H", "H", "H", "H", "H", "C", "O", "C", "C", "O", "C", "H", "H", "H", "H", "H", "H", "H", "H", "H", "H", "C", "O", "C", "C", "O", "C", "H", "H", "H", "H", "H", "H", "H", "H", "H", "H", "C", "O", "C", "C", "O", "C", "H", "H", "H", "H", "H", "H", "H", "H", "H", "H", "C", "O", "C", "C", "O", "C", "H", "H", "H", "H", "H", "H", "H", "H", "H", "H"],
  "xyz": [[1.0450, -1.3821, -1.9340], [-2.0163, -1.1971, -3.1273], [1.2872, -2.9991, -5.5415], [0.1865, -2.0270, -5.1711], [-0.1228, -1.8771, -3.8102], [1.3595, -3.0429, -6.6279], [1.0675, -3.9777, -5.1140], [2.2466, -2.6503, -5.1557], [-0.7226, -2.3209, -5.7250], [0.2733, -1.0558, -5.6869], [-1.0242, -0.7067, -1.3022], [-0.8691, -0.1452, -0.0243], [0.5722, 0.2989, 0.3691], [1.6710, -0.3453, -0.2214], [-1.2014, -0.8587, 0.7487], [-1.5226, 0.7221, 0.1448], [0.6411, 0.2599, 1.4664], [0.6010, 1.3778, 0.1352], [-3.0206, 0.4632, -3.9724], [-1.9142, 0.5660, -3.7346], [-3.1746, -0.4012, -4.6891], [-3.5524, 0.2834, -2.9878], [-3.3355, 1.4708, -4.4277], [6.6875, 3.1062, 4.0984], [6.0030, 3.7427, 3.0100], [4.5812, 3.6330, 3.1780], [3.9685, 2.2771, 2.8278], [3.9322, 1.4574, 3.9834], [2.8420, 0.5400, 3.9450], [6.4267, 2.0524, 4.2105], [6.3233, 3.6023, 5.0068], [7.7442, 3.3105, 3.9518], [4.2990, 4.3285, 2.3830], [4.2197, 4.0540, 4.1177], [4.7118, 1.8689, 2.1280], [3.0295, 2.3958, 2.2868], [3.1594, -0.3950, 3.4740], [1.9603, 0.9872, 3.4872], [2.5808, 0.2474, 4.9644], [1.5449, 5.3859, 1.7464], [1.1838, 4.7372, 2.9325], [0.2687, 3.6743, 2.7106], [-1.1806, 4.0096, 2.4704], [-1.4007, 5.0266, 1.5172], [-2.7230, 5.0711, 1.0139], [2.1535, 4.7666, 1.0639], [2.1861, 6.2453, 1.9294], [0.7975, 5.6653, 0.9989], [0.3091, 3.0282, 3.5859], [0.6630, 3.1066, 1.8558], [-1.6934, 4.3991, 3.3628], [-1.6900, 3.0625, 2.2593], [-2.9106, 4.1069, 0.5212], [-2.7800, 5.7541, 0.1704], [-3.4173, 5.2063, 1.8444], [6.4579, -6.9525, 1.2306], [5.8847, -5.6694, 0.9046], [4.8496, -5.3962, 1.8085], [4.2211, -4.0427, 1.4135], [5.0917, -2.9748, 1.6024], [4.7340, -1.8021, 0.9278], [5.6664, -7.6609, 1.5019], [6.9654, -6.7992, 2.1879], [7.0098, -7.3084, 0.3704], [5.2399, -5.3535, 2.8358], [4.0340, -6.1286, 1.8483], [3.3159, -3.7772, 1.9703], [4.0145, -4.2915, 0.3602], [3.7216, -1.4963, 1.2310], [4.6675, -1.9702, -0.1547], [5.3520, -0.9259, 1.1083], [-0.4209, 1.3129, 6.3172], [-0.5963, 1.3040, 4.8976], [-1.5486, 0.2904, 4.6042], [-2.2165, 0.6038, 3.2637], [-3.2615, 1.5379, 3.3382], [-4.1325, 1.5308, 2.2448], [0.5079, 1.8123, 6.5860], [-0.3831, 0.3099, 6.7485], [-1.2683, 1.8482, 6.7519], [-2.3054, 0.2264, 5.3893], [-1.0933, -0.6934, 4.4499], [-2.5437, -0.3581, 2.8470], [-1.4496, 0.9921, 2.5809], [-3.5566, 1.8290, 1.3510], [-4.9114, 2.2886, 2.3297], [-4.5769, 0.5334, 2.1315], [-2.1318, -3.4442, 2.5426], [-0.8129, -3.6739, 2.0965], [-0.6918, -3.9808, 0.7310], [0.7080, -3.5193, 0.3057], [0.7535, -3.2846, -1.1318], [0.5264, -4.5003, -1.8440], [-2.8734, -4.1515, 2.1529], [-2.4102, -2.4312, 2.2367], [-2.1541, -3.6082, 3.6190], [-1.3748, -3.3746, 0.1214], [-0.8867, -5.0170, 0.4456], [1.5359, -4.1944, 0.5143], [0.8824, -2.5052, 0.6710], [0.8111, -4.4055, -2.8961], [-0.5542, -4.6323, -1.9108], [1.1232, -5.3520, -1.5157], [-4.9223, -0.7077, -0.4661], [-5.8063, -1.1167, -1.4977], [-7.1290, -0.8827, -1.0896], [-8.1239, -1.4180, -2.1001], [-7.7426, -2.6611, -2.6480], [-8.8332, -3.1981, -3.3760], [-3.8907, -0.8021, -0.8052], [-4.9972, -1.3496, 0.4145], [-5.0549, 0.3574, -0.2646], [-7.3755, 0.1824, -0.9851], [-7.3130, -1.3408, -0.1088], [-8.1572, -0.6868, -2.9181], [-9.1067, -1.4206, -1.6169], [-8.5698, -4.0807, -3.9507], [-9.3089, -2.4056, -3.9632], [-9.6078, -3.5143, -2.6604], [-4.0040, 3.4130, -1.9179], [-2.9068, 4.2601, -2.1749], [-1.5962, 3.6713, -2.1068], [-0.7356, 4.8557, -2.5314], [0.6235, 4.5092, -2.7182], [1.4082, 4.1609, -1.6011], [-4.0055, 3.1627, -0.8507], [-4.0366, 2.4979, -2.5151], [-4.9122, 3.9692, -2.1479], [-1.4932, 2.9233, -2.8974], [-1.4874, 3.2561, -1.1027], [-0.8301, 5.6986, -1.8386], [-1.1368, 5.2159, -3.4751], [0.8954, 3.4506, -0.9429], [1.5770, 5.0415, -0.9748], [2.3719, 3.7512, -1.8908], [3.7612, -3.2190, -2.8654], [2.9940, -2.0266, -2.9277], [3.7297, -0.8364, -3.2500], [2.8707, 0.2293, -3.9015], [1.6894, 0.3161, -3.1096], [0.7680, 1.2957, -3.5296], [4.2498, -3.2942, -1.8909], [4.6204, -3.1894, -3.5433], [3.1466, -4.0730, -3.1274], [4.5621, -1.0924, -3.9104], [4.0841, -0.4974, -2.2708], [2.5264, 0.0084, -4.9160], [3.4746, 1.1408, -3.9144], [0.1737, 1.1124, -4.4323], [1.2797, 2.2339, -3.7688], [0.1015, 1.4467, -2.6827]],
  "atomic_forces_ev_per_a": [[-0.4977, 0.9901, 0.3597], [1.9433, 0.0618, 1.1006], [0.1391, 0.5940, 0.4354], [-1.6084, 0.4823, -0.8103], [-0.5866, -0.1754, 0.6059], [-0.0320, -0.2335, -0.0157], [0.0657, -0.1074, -0.1867], [0.0122, -0.1314, 0.0058], [-0.0701, -0.6541, 0.2381], [0.9451, 0.2576, 0.4062], [0.3798, -0.3469, -0.8787], [-0.2112, -0.6511, 0.5741], [0.5876, 0.5528, -0.6741], [-1.2328, -0.7757, -0.3498], [-0.0528, -0.3362, -0.1267], [-0.0809, 0.1534, -0.2900], [-0.1444, -0.1176, 0.1642], [0.2037, 0.1613, -0.1087], [-0.5663, 1.5284, -0.5781], [2.3183, 0.5344, 0.2671], [-0.3521, -2.0453, -1.6424], [-1.2103, -0.5226, 2.0767], [-0.5185, 0.9039, -0.6109], [-0.7361, 0.9261, -0.0558], [-0.2435, -1.1549, 1.0066], [0.0677, 1.0409, -1.7096], [2.0010, 0.4076, 0.2364], [-1.1691, -0.0134, -0.1158], [0.5525, -0.3496, 0.5771], [0.2817, -0.1145, -0.3073], [0.3673, -0.0760, 0.2181], [0.0674, -0.3118, 0.1047], [-0.6539, -0.0176, 0.1284], [0.1721, -0.2304, 0.2686], [-0.3042, -0.2761, -0.2451], [-0.2995, -0.0913, 0.4006], [-0.2464, 0.0974, -0.4820], [-0.0178, -0.1457, -0.1832], [0.0707, 0.3004, 0.1221], [1.1383, 0.0356, -1.6645], [-0.7232, 0.4495, -0.0736], [0.6850, -0.0663, -0.4297], [-0.9416, 0.8621, 0.8740], [0.6051, 0.0621, -1.0632], [0.7461, -1.3605, -0.1578], [0.3467, -0.6113, 0.6164], [-0.2185, 0.1128, 0.5285], [-0.8558, 0.2640, 0.9740], [-0.0233, -0.0016, 0.0176], [-0.1891, -0.1836, -0.0789], [0.3752, -0.3788, 0.4393], [-0.0291, 0.0833, -0.4476], [-0.3311, -0.0805, 0.3548], [-0.0497, 0.6051, 0.4982], [-0.3515, 0.3580, -0.2321], [-1.0768, 1.0270, 0.7098], [-0.3720, -1.2295, -0.1973], [-0.1995, 1.7426, 1.1092], [0.2011, -0.8511, -0.0360], [1.6241, 0.0176, 0.1018], [-1.7105, 0.2087, -0.4104], [-0.1126, -0.1288, -0.4757], [0.8576, -0.3341, -0.3770], [0.4324, 0.0372, 0.2489], [0.1294, 0.0677, -0.0008], [0.1091, -0.2780, -0.4709], [-0.3239, -0.6490, -0.1393], [-0.3296, 0.9167, -0.2247], [-0.0490, 0.0443, -0.1256], [0.1768, -0.0003, -0.0374], [0.5980, -0.5026, 0.3430], [0.0677, 0.4325, -0.1107], [-0.1057, -0.8910, 0.9119], [-0.5806, 0.7505, -1.3712], [0.4164, -0.2486, -0.1849], [-0.3347, 0.2658, 1.3166], [0.6248, -0.0177, -0.7451], [-0.0058, 0.1589, -0.2400], [0.0082, -0.1248, -0.1715], [0.0452, 0.0037, 0.2327], [-0.0589, -0.0199, 0.0178], [0.3541, 0.0115, 0.3807], [-0.3329, 0.1306, -0.0652], [0.1422, -0.1728, -0.0083], [-0.2402, -0.4369, -0.1806], [0.0325, -0.0885, 0.5391], [-0.0322, 0.1585, -0.2380], [-0.1160, -0.2072, -0.1701], [0.0853, -0.7912, 0.0880], [0.4947, 0.9094, -0.6055], [-0.2789, 0.7851, -0.8698], [0.2976, -1.8472, 0.3051], [-0.2881, 0.5168, -1.4337], [0.2021, -0.0427, -0.3393], [-0.2876, -0.0197, 0.2982], [0.1415, 0.4704, 0.0559], [-0.1569, 0.1600, 0.0994], [-0.0276, -0.2795, 0.5578], [-0.1419, -0.0734, 0.4279], [0.1970, -0.2530, 0.5193], [0.1429, 0.6294, 0.1469], [0.0265, -0.7172, 0.3969], [-0.3262, 0.0253, 0.7525], [0.4595, 0.0045, -0.7113], [0.1749, 0.2907, 0.4102], [-0.4779, -0.6487, 0.1226], [0.7157, 0.5861, -0.5644], [-0.2720, -0.2620, 0.1886], [-0.7155, 0.2801, 0.9518], [0.0208, -0.1008, -0.2833], [-0.3744, 0.1953, 0.2427], [-0.1701, -0.0164, 0.4156], [0.3134, 0.1321, 0.0614], [0.1344, -0.1229, 0.0339], [-0.2119, -0.0326, -0.1261], [-0.1009, -0.2732, -0.0353], [0.4241, 0.2523, -0.1689], [0.1901, -0.2263, -0.4798], [-0.0041, -0.0799, -0.0499], [0.0552, -0.0385, 0.2481], [-0.0132, -0.0894, -0.3982], [-1.4421, 0.9037, -0.7026], [0.7309, -0.1779, 1.0635], [0.4026, -0.2246, -1.0723], [-0.9468, 0.5265, 0.8874], [-0.2159, -0.2755, -0.0005], [0.3479, 0.0631, 0.0024], [0.0584, 0.1528, 0.0793], [-0.0674, -0.3676, 0.3038], [0.5996, -0.0657, 0.0082], [-0.0055, -0.1045, 0.2924], [0.2112, -0.1770, -0.2086], [0.0659, -0.2398, -0.1169], [0.1674, 0.1265, -0.1136], [-0.1059, -0.0171, -0.3854], [0.9793, 0.4412, 0.2125], [-0.3602, 0.0066, -0.8900], [0.2335, -0.3945, 0.4888], [-0.6894, -0.7825, 0.2952], [0.7401, 0.4560, -0.5959], [-0.1546, 1.2522, -0.0113], [-0.4327, -0.3482, 0.2256], [-0.2950, 0.1186, -0.4061], [-0.1571, 0.0018, 0.2340], [0.0586, 0.0728, 0.0854], [0.2936, 0.4745, -0.2947], [0.4476, -0.2479, -0.1516], [-0.2980, 0.2583, 0.1152], [0.1675, -0.8835, 0.1014], [0.1216, 0.0243, 0.4172], [-0.0462, 0.0472, -0.1315]],
  "mulliken_charge": [0.698, 0.530, -0.925, -0.908, -0.253, 0.469, 0.205, -0.037, 0.427, 0.257, 1.403, 0.258, -0.051, -1.041, -0.600, 0.137, 0.396, -0.570, 1.202, -0.309, -0.193, -0.598, -0.178, -0.682, -0.458, -0.699, 0.683, -0.436, -0.143, 0.231, 0.311, 0.281, 0.102, 0.459, 0.229, -0.209, 0.126, -0.024, 0.263, -0.720, -0.472, 0.402, 0.425, -0.357, -0.401, 0.070, 0.506, 0.301, 0.008, -0.134, 0.371, -0.342, -0.226, 0.256, 0.360, -0.764, -0.298, -0.683, 0.041, -0.488, 0.138, 0.326, 0.305, 0.240, 0.391, 0.406, 0.399, -0.045, -0.072, -0.199, 0.328, -1.057, -0.095, -1.136, 1.443, -0.494, -0.407, 0.266, 0.392, 0.359, 0.463, 0.403, -0.295, -0.628, -0.142, 0.361, 0.480, -0.480, -0.338, -0.465, -0.197, 0.513, -0.742, 0.351, -0.043, 0.264, 0.179, 0.437, 0.626, -0.469, -0.294, 0.282, 0.368, -0.546, -0.279, -0.478, -0.588, -0.269, -0.771, -0.391, 0.533, 0.348, 0.313, 0.322, 0.323, 0.375, 0.249, 0.312, 0.300, -0.019, -0.571, 0.842, -0.851, -0.415, -0.575, -0.118, -0.087, 0.344, 0.105, -0.044, 0.331, 0.250, 0.087, 0.412, 0.329, -0.898, 0.004, -0.747, -0.915, 0.610, -0.755, 0.048, 0.493, 0.231, 0.583, 0.251, 0.388, 0.391, 0.171, 0.480, -0.441]
}